# 1
21
Properties=species:S:1:pos:R:3:forces:R:3:mulliken_charge:R:1 method="wB97M-V/def2-TZVPD" gap_ev="7.0 / 7.0" homo_energy_ev="-6.605 / -6.604"
C -0.487 0.939 0.729 0.2 -0.1 0.1 0.46
C -1.193 -0.635 -0.691 0.3 -0.2 0.0 -0.37
C 0.864 0.687 0.795 -0.3 -0.1 -0.1 -0.84
C 2.046 -1.142 -0.324 -0.4 0.1 0.0 -1.76
N -0.984 2.050 -0.020 0.0 -0.1 0.0 -0.54
N -0.632 -0.278 -1.879 0.0 0.0 0.3 -0.49
N -0.799 -1.785 -0.111 -0.1 0.3 -0.1 -0.56
O -1.339 0.446 1.752 0.1 0.1 -0.1 -0.51
H -1.139 0.898 2.581 0.0 0.0 -0.1 0.30
H -2.186 -0.264 -0.472 0.0 0.1 0.1 0.57
H -0.696 2.947 0.359 0.0 -0.1 0.0 0.23
H -1.996 2.038 -0.063 0.0 0.0 0.0 0.24
H 0.252 -1.788 -0.071 0.1 0.1 -0.1 0.38
H 0.343 -0.560 -1.945 0.0 -0.1 0.1 0.34
H -0.755 0.707 -2.083 0.0 -0.1 0.0 0.31
H -1.216 -1.901 0.805 0.0 0.0 -0.1 0.31
H 1.542 1.287 0.211 0.0 0.0 0.0 0.32
H 1.269 0.199 1.665 0.0 0.0 0.0 0.32
H 2.577 -1.401 0.591 0.0 0.0 0.0 0.33
H 1.919 -2.042 -0.940 0.1 0.0 0.0 0.56
H 2.609 -0.402 -0.889 0.0 0.0 0.0 0.40

# 2
21
Properties=species:S:1:pos:R:3:forces:R:3:mulliken_charge:R:1 method="wB97M-V/def2-TZVPD" gap_ev=10.1 homo_energy_ev=-9.332
C -2.585 -1.360 1.484 0.3 0.1 -0.1 -0.76
N -0.064 -1.547 2.798 -0.1 0.2 -0.1 -0.64
C -0.402 -0.554 1.798 0.6 -0.3 0.6 0.01
N -1.476 -0.472 1.162 -0.1 0.2 0.1 -0.29
H -2.925 -1.837 0.568 -0.1 0.0 -0.1 0.26
H -3.387 -0.732 1.866 -0.1 0.0 -0.1 0.24
H -2.330 -2.110 2.225 0.0 -0.1 0.1 0.35
H 0.692 -2.120 2.432 -0.1 -0.1 0.0 0.23
H 0.328 -1.072 3.605 0.0 0.0 0.0 0.26
H 0.398 0.177 1.631 -0.2 0.1 -0.3 0.38
C 1.386 0.306 -1.920 0.2 0.1 0.1 -0.52
O 0.731 -0.803 -1.339 0.0 -0.1 0.0 -0.49
C 0.686 1.627 -1.630 -0.3 -0.4 -0.2 -0.24
N 1.537 2.726 -2.048 0.2 0.3 0.0 -0.63
H 2.426 0.384 -1.585 0.0 0.0 0.1 0.30
H 1.413 0.110 -2.992 0.0 0.0 -0.1 0.37
H 0.593 -0.625 -0.402 -0.1 0.0 -0.1 0.27
H -0.295 1.610 -2.124 0.0 0.0 0.1 0.21
H 0.495 1.673 -0.553 0.1 0.2 0.0 0.28
H 1.056 3.615 -2.020 -0.1 0.0 0.1 0.22
H 1.855 2.601 -3.001 0.0 -0.1 0.0 0.22

# 3
21
Properties=species:S:1:pos:R:3:forces:R:3:mulliken_charge:R:1 method="wB97M-V/def2-TZVPD" gap_ev=9.2 homo_energy_ev=-8.374
C -0.918 -0.456 1.114 0.4 2.3 -1.1 1.23
N -0.519 -1.520 0.314 1.0 -0.2 -1.5 -0.80
N -2.326 -0.452 1.406 -0.7 0.0 0.1 -0.67
N -0.082 -0.180 2.265 0.4 -0.2 0.1 -0.68
H -0.676 0.528 0.360 -0.8 -1.5 1.6 -0.42
H -0.038 -1.045 -0.632 -1.2 -1.0 1.8 0.28
H 0.238 -2.023 0.763 0.1 0.0 -0.1 0.29
H -0.356 -0.779 3.039 0.0 0.1 0.0 0.27
H -2.798 -1.267 1.035 0.2 0.0 -0.1 0.24
H -2.799 0.377 1.065 0.0 -0.1 0.1 0.25
H -0.188 0.782 2.566 -0.1 -0.1 0.0 0.24
C 1.870 -0.167 -1.751 -0.1 -0.1 0.2 -1.36
C -0.011 1.274 -0.841 1.5 0.0 -2.2 -0.43
C 0.409 0.203 -1.628 0.1 1.7 0.3 -0.19
O 0.862 2.098 -0.151 -0.4 -0.5 0.2 -0.52
H 1.660 1.603 0.071 0.0 0.0 0.0 0.34
H -0.878 1.849 -1.148 -0.2 -0.3 0.4 0.39
H -0.205 -0.005 -2.496 -0.3 -0.3 0.3 0.42
H 2.430 0.564 -2.339 0.0 0.0 0.0 0.33
H 1.974 -1.137 -2.238 0.1 0.0 0.0 0.37
H 2.353 -0.250 -0.772 0.0 0.0 -0.1 0.43

# 4
21
Properties=species:S:1:pos:R:3:forces:R:3:mulliken_charge:R:1 method="wB97M-V/def2-TZVPD" multiplicity=2 gap_ev="8.4 / 2.8" homo_energy_ev="-12.229 / -12.212" s2=0.75 total_charge=+1
C -0.244 -2.482 -1.189 0.3 0.4 -0.3 -0.82
C -0.702 -2.597 0.234 0.0 -0.5 -0.3 0.56
N -0.471 -1.535 1.041 0.4 1.3 0.2 -0.29
O -1.302 -3.564 0.623 -0.4 -0.6 0.2 -0.57
H 0.088 -3.444 -1.557 0.1 -0.1 0.1 0.31
H 0.548 -1.737 -1.330 -0.1 -0.1 0.0 0.23
H -1.096 -2.192 -1.799 -0.1 0.1 -0.1 0.22
H 0.319 -0.901 0.884 -0.3 -0.6 0.0 0.32
H -0.709 -1.691 1.999 -0.2 -0.2 0.5 0.22
C -0.363 1.573 -0.345 -0.5 -0.4 1.7 -0.42
C 0.744 1.635 0.769 0.5 0.2 -0.2 -0.74
N 1.587 0.467 0.699 0.5 0.4 -0.8 -0.63
N -1.001 2.819 -0.457 -0.1 -0.7 -2.8 -0.12
H 0.154 1.299 -1.279 0.1 0.3 -0.2 0.28
H -1.109 0.826 -0.102 0.0 -0.4 -0.1 0.43
H 1.268 2.583 0.642 0.1 0.1 -0.1 0.52
H 0.261 1.661 1.735 -0.3 0.0 0.2 0.35
H 2.289 0.510 1.426 -0.1 -0.2 0.3 0.23
H 2.122 0.460 -0.175 -0.2 -0.1 0.2 0.23
H -0.439 3.515 -0.944 0.2 0.7 0.7 0.33
H -1.945 2.792 -0.875 0.0 0.2 1.0 0.34

# 5
22
Properties=species:S:1:pos:R:3:forces:R:3:mulliken_charge:R:1 method="wB97M-V/def2-TZVPD" multiplicity=3 gap_ev="7.3 / 5.8" homo_energy_ev="-6.329 / -8.246" s2=2.01
C -1.225 -0.954 -0.689 0.1 0.2 0.3 -0.69
C -2.752 -0.845 -0.778 -1.3 -1.1 0.0 -0.54
C 2.265 1.579 -0.140 -0.1 0.0 0.0 -0.98
C 2.355 -0.723 0.628 -0.1 -0.1 -0.1 -1.06
N -0.681 -0.834 0.656 -0.6 0.0 0.1 -0.26
N -3.370 0.413 -0.529 1.6 -1.3 -0.6 -0.05
N 1.534 0.438 0.369 0.1 0.2 0.1 0.22
P 0.047 0.657 1.138 0.4 -0.2 -0.1 -0.13
P -2.830 1.860 -0.519 -0.1 3.0 0.6 -0.14
H -0.945 -1.941 -1.080 -0.2 0.1 -0.1 0.27
H -0.741 -0.201 -1.322 -0.1 -0.1 -0.1 0.45
H -3.070 -1.168 -1.777 0.1 -0.2 0.0 0.29
H -3.196 -1.551 -0.062 0.2 -0.3 -0.2 0.31
H 2.660 1.354 -1.135 0.1 0.1 0.0 0.29
H 1.594 2.433 -0.211 0.0 0.1 0.0 0.33
H 3.106 1.846 0.508 0.0 0.1 0.0 0.31
H 1.714 -1.540 0.953 0.1 -0.1 0.0 0.38
H 2.869 -1.024 -0.288 0.1 -0.1 0.0 0.32
H 3.108 -0.525 1.400 0.0 0.0 0.0 0.32
H -1.333 -1.186 1.348 0.2 -0.1 0.0 0.26
H -1.432 1.801 -0.888 -0.4 -0.2 -0.2 0.08
H 0.321 0.108 2.422 -0.1 0.1 0.3 0.02

# 6
22
Properties=species:S:1:pos:R:3:forces:R:3:mulliken_charge:R:1 method="wB97M-V/def2-TZVPD" gap_ev=10.2 homo_energy_ev=-13.822 total_charge=+1
C 0.442 0.072 -1.906 -0.9 3.4 6.9 -0.75
C 0.344 2.289 -0.690 3.1 -0.8 0.1 0.53
N 0.151 1.653 0.564 -3.9 0.9 0.0 -0.45
N 0.835 1.530 -1.716 -0.6 2.0 1.3 -0.26
N 0.539 3.686 -0.841 0.6 -2.1 3.3 -0.51
H -0.274 0.624 0.558 1.2 1.7 -0.7 0.31
H -0.509 2.155 1.313 2.1 -0.8 -2.4 0.35
H 1.667 1.995 -2.178 -1.7 -1.2 0.3 0.26
H 1.084 3.964 -1.650 -0.3 -0.2 -0.1 0.28
H 1.045 3.965 0.049 -1.1 0.3 -1.4 0.29
H 1.133 -0.416 -1.135 -1.5 -0.5 -1.8 0.17
H 0.562 0.074 -2.861 1.2 -1.8 -6.0 0.46
H -0.691 0.154 -1.725 1.9 -1.1 0.1 0.32
C -1.673 -2.974 1.459 -0.9 1.5 -1.4 -1.04
C -0.607 -1.928 1.087 0.1 -3.5 0.8 0.65
O -0.923 -1.063 0.320 -0.3 2.4 -1.0 -0.67
N 0.686 -2.158 1.447 -1.1 0.6 -0.6 -0.31
H -2.253 -3.256 0.511 1.5 -0.3 1.2 0.27
H -2.462 -2.404 1.901 -0.6 0.7 0.7 0.33
H 1.407 -1.611 1.054 0.5 0.8 -0.4 0.18
H 0.954 -2.632 2.255 0.1 -1.2 1.2 0.20
H -1.456 -3.719 2.185 0.6 -1.0 0.0 0.36

# 7
22
Properties=species:S:1:pos:R:3:forces:R:3:mulliken_charge:R:1 method="wB97M-V/def2-TZVPD" gap_ev=11.1 homo_energy_ev=-13.842 total_charge=+1
C 0.186 2.179 -1.861 1.6 1.5 -0.8 -1.21
C -0.740 1.534 -0.896 0.2 0.3 0.7 0.65
O -0.352 1.191 0.225 -0.5 0.2 -0.6 -0.59
N -2.049 1.544 -1.205 0.8 -0.2 -0.3 -0.38
H 0.054 3.257 -1.734 -0.8 0.2 -0.2 0.35
H 0.166 1.992 -2.931 -0.8 -0.3 0.0 0.39
H -2.669 1.295 -0.459 -0.4 -0.2 -0.2 0.24
H -2.321 1.607 -2.172 -0.4 0.2 0.2 0.22
H 1.265 2.229 -1.668 -0.2 -1.2 0.7 0.34
C 0.202 -2.785 0.074 0.7 -0.7 -0.5 -0.90
C 0.692 -0.719 1.232 1.5 -0.9 2.8 0.59
N 0.932 -1.528 0.211 -0.8 1.1 0.0 -0.10
N -0.200 -1.140 2.169 -1.5 0.0 -1.5 -0.45
N 1.535 0.236 1.717 -0.2 0.3 -0.9 -0.54
H 1.395 -1.094 -0.574 0.1 -0.3 -0.1 0.29
H -1.086 -1.342 1.720 -0.1 -0.5 0.3 0.24
H -0.385 -0.621 3.012 0.7 0.4 0.0 0.27
H 0.964 1.037 1.963 0.2 0.1 0.4 0.33
H 2.293 0.565 1.134 0.0 -0.3 -0.2 0.27
H 0.382 -3.202 -0.911 0.3 0.1 -0.1 0.33
H -0.876 -2.747 0.155 -0.2 0.5 0.2 0.33
H 0.612 -3.485 0.800 -0.2 0.0 0.1 0.33

# 8
22
Properties=species:S:1:pos:R:3:forces:R:3:mulliken_charge:R:1 method="wB97M-V/def2-TZVPD" gap_ev=10.5 homo_energy_ev=-13.088 total_charge=+1
C 1.432 -0.822 2.694 0.0 -0.2 -0.2 0.78
N 1.580 0.090 3.657 0.1 0.4 0.4 -0.37
N 2.480 -1.531 2.290 -0.1 -0.3 -0.3 -0.12
N 0.228 -1.017 2.143 -0.3 0.1 0.0 -0.32
C 3.825 -1.383 2.836 0.3 0.0 0.1 -1.12
H 2.499 0.242 4.080 -0.8 0.0 -0.2 0.22
H 0.775 0.638 3.971 0.8 -0.4 -0.1 0.21
H 2.331 -2.222 1.550 -0.1 0.3 0.2 0.30
H 0.111 -1.716 1.405 0.0 0.3 0.3 0.20
H -0.575 -0.468 2.459 0.6 -0.5 -0.4 0.19
H 4.490 -2.093 2.317 -0.4 0.4 0.3 0.33
H 3.846 -1.606 3.916 0.0 0.0 -0.4 0.37
H 4.211 -0.361 2.680 -0.1 -0.4 -0.1 0.37
O 0.997 -3.360 0.008 0.1 0.4 0.4 -0.55
C 0.977 -4.217 -0.864 -0.3 -0.8 -0.9 -0.02
N -0.133 -4.573 -1.554 0.8 -0.1 0.1 -0.12
C -1.413 -3.942 -1.297 -0.6 0.1 -0.1 -0.76
H 1.883 -4.792 -1.175 -0.4 0.4 0.2 0.32
H -0.049 -5.303 -2.266 -0.1 0.6 0.5 0.27
H -1.729 -4.103 -0.253 0.1 0.0 -0.4 0.25
H -2.173 -4.380 -1.966 0.4 0.2 0.3 0.32
H -1.362 -2.857 -1.486 0.0 -0.4 0.1 0.25

# 9
22
Properties=species:S:1:pos:R:3:forces:R:3:mulliken_charge:R:1 method="wB97M-V/def2-TZVPD" gap_ev=9.6 homo_energy_ev=-12.025 total_charge=+1
C 2.978 -1.094 -1.759 -0.7 1.5 -2.9 -0.41
C -1.824 1.042 1.725 1.4 2.6 -0.7 -0.46
C 1.144 -0.975 -0.199 -0.9 -0.6 2.6 0.13
C -2.719 1.917 1.309 -2.2 0.4 -0.2 -0.03
N 1.799 -1.632 -1.109 -2.0 -1.2 -0.1 -0.08
N -1.786 -0.379 1.651 0.2 -1.9 -0.5 -0.30
N -2.774 3.302 1.377 -1.1 -0.6 -0.5 -0.44
N 3.129 -1.376 -3.195 0.3 -2.5 0.9 -0.57
O 0.162 -1.468 0.467 1.5 0.4 -1.6 -0.74
H 2.764 0.035 -1.780 1.2 -1.5 0.8 0.33
H 3.817 -1.527 -1.249 0.7 0.6 0.3 0.36
H -0.974 1.572 2.092 1.2 -0.7 0.6 0.28
H 1.641 -0.050 0.123 -0.5 0.2 -0.2 0.29
H -3.612 1.486 0.943 -1.1 -0.2 -0.8 0.29
H 1.347 -2.531 -1.332 0.8 0.4 -0.2 0.29
H -1.793 -0.613 2.625 -0.6 -1.2 0.6 0.39
H -2.515 -0.891 1.093 0.3 1.1 1.0 0.38
H -3.688 3.840 1.235 2.2 -1.5 0.4 0.25
H -2.015 3.735 1.856 0.1 0.7 0.2 0.20
H 3.393 -2.429 -3.358 -1.0 2.9 0.0 0.25
H 2.355 -1.013 -3.768 0.6 -0.7 0.4 0.23
H -0.827 -0.953 1.255 -0.3 1.8 -0.3 0.37

# 10
22
Properties=species:S:1:pos:R:3:forces:R:3:mulliken_charge:R:1 method="wB97M-V/def2-TZVPD" gap_ev=11.0 homo_energy_ev=-13.644 total_charge=+1
C 0.722 -1.551 2.800 -0.9 -0.6 0.0 -0.94
C 1.349 -1.100 0.505 0.3 -1.1 -0.3 0.75
N 0.350 -1.300 1.357 0.8 0.7 1.0 -0.16
N 2.648 -1.500 0.757 -3.1 0.4 0.4 -0.34
N 1.047 -0.647 -0.699 10.0 -1.1 0.5 -0.21
H -0.508 -0.733 1.068 1.1 -1.2 0.9 0.32
H -0.070 -2.132 3.243 -0.3 -0.4 0.0 0.32
H 0.684 -0.631 3.347 0.5 0.7 0.2 0.34
H 2.899 -1.893 1.631 0.1 -0.1 0.5 0.13
H 3.380 -1.212 0.188 1.2 0.5 -1.2 0.20
H 0.261 -0.422 -1.097 -5.9 1.5 -1.9 0.17
H 1.934 -0.542 -1.298 -2.3 -0.2 0.9 0.20
H 1.660 -2.134 3.058 -1.1 0.9 -1.0 0.32
C -2.313 1.430 -2.641 0.9 2.0 -0.7 -0.94
C -1.738 1.295 -1.288 2.3 0.7 2.3 0.69
O -1.426 0.211 -0.760 -1.1 0.1 -0.9 -0.79
N -1.339 2.399 -0.547 -1.3 1.9 -3.0 -0.39
H -2.391 2.503 -3.019 2.2 -0.7 0.1 0.32
H -3.349 1.631 -2.610 -2.1 -2.2 0.3 0.30
H -0.782 2.259 0.237 0.8 -0.7 1.5 0.20
H -1.214 3.374 -0.918 -0.7 -1.7 0.1 0.23
H -1.803 0.694 -3.312 -1.3 0.7 0.3 0.27

Energy above the lowest of the compared OMol25 structures with the same formula, charge and spin (kJ/mol)
494.77; 219.36; 337.39; 135.88; 0.00; 314.78; 134.37; 53.66; 356.44; 231.11
E_tot (a.u.)
-399.558835; -399.663731; -399.618776; -399.380347; -1007.022359; -454.207875; -454.276591; -454.307333; -454.192010; -454.239746